# 1
42
Properties=species:S:1:pos:R:3:forces:R:3 method="wB97M-V/def2-TZVPD" total_energy_ev=-23508.32534 spin_multiplicity=1 fmax_ev_per_a=2.26 e_lumo_ev=4.8 gap_ev=3.741 charge=-2
C -2.17609 3.36310 -3.09410 0.302 -0.386 0.508
C -1.21876 2.21515 -2.64601 -0.613 0.534 -0.491
C -1.80498 0.80192 -2.98667 0.726 0.287 1.389
C -1.49042 -0.19734 -1.80002 -0.482 0.185 -1.040
C -1.04529 -1.59405 -2.30070 -0.666 -0.164 0.265
C -0.74260 -2.62342 -1.15024 0.092 0.228 -0.231
C -0.36625 -1.93147 0.18372 0.767 -0.285 -0.204
C 0.41268 -2.82866 1.17613 -0.998 -0.748 -0.121
C 0.33422 -2.37157 2.66571 0.654 0.316 -0.461
C 0.32986 -0.82904 2.88961 0.745 0.029 1.309
C 1.77581 -0.18331 2.90302 -1.360 -0.713 0.244
Sb 2.01288 1.51838 1.46094 1.345 0.382 0.669
C 3.48568 2.42881 2.90482 1.899 0.934 0.794
O 3.07084 2.87012 4.00044 -1.340 -0.263 0.186
O 4.71120 2.51844 2.59955 -0.381 -0.605 -0.986
H -1.77528 4.33237 -2.74291 -0.153 -0.326 -0.458
H -2.30700 3.34394 -4.19108 -0.060 0.225 0.439
H -3.15789 3.23747 -2.59300 0.371 0.014 -0.400
H -1.04258 2.35163 -1.56436 0.001 -0.341 -0.433
H -0.25161 2.36973 -3.15580 -0.262 -0.183 0.350
H -2.90076 0.91874 -3.06403 0.420 -0.264 -0.455
H -1.33078 0.42624 -3.91019 -0.551 0.151 0.148
H -0.75667 0.31312 -1.15690 -0.203 -0.594 -0.045
H -2.44137 -0.33760 -1.24922 0.569 0.148 0.113
H -0.21133 -1.50401 -3.02342 -0.149 0.026 0.525
H -1.90064 -2.00638 -2.88304 0.474 0.226 0.066
H -1.62542 -3.28250 -1.00213 0.379 0.316 -0.025
H 0.07161 -3.28593 -1.50674 -0.243 0.242 0.338
H 0.30068 -1.08163 -0.05518 -0.560 -0.169 0.339
H -1.28182 -1.55356 0.67262 0.416 0.013 -0.255
H 1.44787 -2.97672 0.81799 -0.337 0.320 0.234
H -0.06369 -3.84033 1.12783 0.385 0.365 0.027
H 1.25573 -2.75153 3.15608 -0.554 0.123 -0.039
H -0.51375 -2.87882 3.16840 0.119 0.340 -0.341
H -0.06056 -0.67330 3.92127 -0.105 -0.096 -0.583
H -0.35161 -0.26587 2.22292 0.243 -0.410 0.047
H 1.94622 0.26121 3.90352 0.091 -0.135 -0.554
H 2.52571 -0.97880 2.72493 -0.101 0.490 -0.102
H 0.76342 2.47816 2.26030 -0.500 -0.034 0.137
H 2.30777 2.79051 0.25891 -0.161 0.286 -0.376
H 3.30244 0.56751 0.67274 0.043 -0.213 -0.329
H 0.76253 0.86927 0.38429 -0.262 -0.250 -0.197

---

# 2
51
Properties=species:S:1:pos:R:3:forces:R:3 method="wB97M-V/def2-TZVPD" total_energy_ev=-37751.02360 spin_multiplicity=1 fmax_ev_per_a=3.25 e_lumo_ev=-6.0 gap_ev=4.601 charge=+1
Ag 12.54229 -1.60440 -14.03385 0.910 -0.190 -0.343
Ag 13.31788 -3.18334 -19.07392 0.768 0.246 0.458
F 15.35390 -1.93008 -16.26526 -1.437 -0.168 -0.021
C 18.32998 -6.40198 -18.62410 -0.774 -2.957 0.022
O 17.14027 -6.76264 -18.59976 1.748 1.343 -0.197
N 19.37272 -7.30150 -18.73481 -1.330 0.590 -1.440
C 20.69448 -6.80804 -18.53824 0.591 -0.409 0.696
C 19.24206 -8.77552 -18.87253 -0.317 1.094 1.560
H 18.75764 -5.39362 -18.51214 -0.674 0.176 0.000
H 21.37049 -7.25102 -19.26960 0.147 0.382 -0.063
H 21.00000 -7.13781 -17.54525 0.519 -0.082 0.141
H 20.73135 -5.71933 -18.50031 0.022 -0.081 -0.427
H 19.76820 -9.08778 -17.97043 -0.238 -0.804 0.095
H 18.18336 -9.02880 -18.81699 0.165 -0.002 0.027
H 19.71746 -9.30178 -19.70026 0.062 0.810 -0.428
C 17.16914 0.75950 -21.37785 -0.308 -0.266 0.775
O 16.28366 -0.02542 -21.61282 -0.827 -0.989 0.017
N 17.66412 1.59887 -22.26988 2.145 1.674 -0.137
C 18.83376 2.41055 -21.93668 1.402 -0.261 -0.155
C 17.44681 1.47403 -23.67982 -0.658 -0.418 -0.795
H 17.62266 0.85972 -20.37960 -0.013 0.061 0.048
H 19.31916 2.21952 -20.97960 -1.195 0.203 0.745
H 18.75995 3.47697 -22.14976 -0.596 -0.030 0.307
H 19.73427 2.12183 -22.47873 -0.252 -0.372 -1.100
H 17.39557 2.45947 -24.14282 0.000 -0.041 0.013
H 18.23695 0.89329 -24.15576 0.329 0.121 0.033
H 16.53522 0.91844 -23.89991 -0.113 0.242 0.295
C 15.72765 -5.13941 -12.01634 -1.727 -0.106 0.315
O 14.57039 -4.93879 -11.57897 1.993 -0.185 -1.012
N 16.83156 -5.23893 -11.29375 -0.257 -0.466 2.522
C 18.13900 -5.16446 -11.91796 0.090 -0.060 0.604
C 16.78419 -5.02605 -9.80448 0.590 0.587 -0.920
H 16.02627 -5.32938 -13.05890 -0.836 0.249 -0.372
H 18.42544 -4.11340 -11.88182 0.366 -0.005 -0.772
H 18.12292 -5.66165 -12.88783 -0.056 0.617 -0.180
H 18.90000 -5.69740 -11.34791 -0.255 -0.151 0.260
H 15.93531 -5.39364 -9.22798 -0.100 -0.568 -0.828
H 17.71762 -5.44076 -9.42390 -0.182 0.081 0.190
H 16.75653 -3.95087 -9.62747 0.299 0.156 0.082
C 19.60255 1.58201 -14.62239 3.229 -0.014 0.368
O 20.76347 1.14770 -14.51272 -2.095 -0.408 -0.001
N 19.40759 2.87597 -14.87942 0.567 2.270 0.299
C 18.07376 3.35952 -15.13428 -0.065 -0.079 0.020
C 20.53859 3.89474 -15.02417 -0.651 -1.484 -0.013
H 18.66070 1.02828 -14.48638 0.256 -0.307 -0.090
H 17.95483 3.44989 -16.21400 -0.483 0.227 -0.018
H 17.85134 4.30129 -14.63258 0.304 0.163 -0.132
H 17.35774 2.65230 -14.71562 -0.055 -0.140 -0.308
H 20.39425 4.76324 -14.38156 -0.530 -0.024 -0.190
H 21.50824 3.49019 -14.73395 -0.368 -0.514 -0.014
H 20.61191 4.15919 -16.07907 -0.109 0.291 0.066

---

# 3
55
Properties=species:S:1:pos:R:3:forces:R:3 method="wB97M-V/def2-TZVPD" s_squared=0.76 total_energy_ev=-49576.35834 spin_multiplicity=2 e_above_lowest_kj_mol=214.3 fmax_ev_per_a=3.25 e_lumo_ev="0.1 / -2.3" gap_ev="7.642 / 5.237"
Ag -0.31100 0.34121 -0.57401 1.212 0.179 1.153
C 2.80696 -0.63220 -1.68383 -2.999 -0.523 -1.146
O 2.16611 -1.87639 -2.10105 0.587 1.046 0.607
O 1.76653 0.26549 -1.41128 1.253 -0.261 0.590
C 3.91144 -0.94284 -0.62426 -0.638 0.773 0.826
F 4.88090 -0.01089 -0.60258 -0.504 0.349 -0.027
F 3.37451 -1.03374 0.61370 0.128 0.255 -0.435
F 4.54450 -2.08209 -0.83947 0.046 -0.891 -0.530
C 2.72678 -2.48855 -3.25805 0.806 0.199 0.759
C 1.94180 -3.73259 -3.43873 -0.078 -0.606 0.050
H 2.27107 -4.31177 -4.30120 -0.136 0.083 -0.089
H 2.10851 -4.33482 -2.54536 -0.287 -0.158 -0.046
H 0.89009 -3.45817 -3.51040 -0.058 -0.321 -0.116
H 3.76390 -2.72123 -3.00583 0.170 -0.069 -0.452
H 2.70881 -1.84837 -4.14392 -0.142 0.309 0.065
H 3.20159 -0.19908 -2.60658 0.875 0.150 0.174
C -0.22178 1.54396 2.88533 0.589 -1.450 -1.874
O -1.44945 1.13408 3.48082 0.165 0.502 1.505
O -0.09992 1.02493 1.61023 -0.521 1.245 1.112
C -0.07955 3.10605 2.99842 1.287 -0.516 -0.256
F -0.93754 3.74648 2.20750 -0.261 0.306 0.309
F -0.11550 3.62510 4.26448 -1.046 -0.486 -0.379
F 1.17483 3.46485 2.61603 -0.097 -0.175 -0.595
C -1.29307 0.82451 4.89839 0.051 -0.241 -0.667
C -2.65014 0.79292 5.55240 0.034 -0.231 0.344
H -3.43020 0.49770 4.85190 -0.002 0.138 -0.004
H -2.64065 0.06343 6.36388 -0.059 -0.016 0.057
H -2.85215 1.76254 6.00647 -0.360 0.015 -0.234
H -0.66883 1.50246 5.48354 0.080 0.539 -0.577
H -0.75243 -0.12080 4.99109 -0.217 -0.351 -0.244
H 0.59845 1.12415 3.47661 0.218 0.226 0.506
C 0.23502 -2.36039 0.89208 -0.134 -1.900 0.699
O -0.73567 -1.97766 -0.09041 0.610 -0.131 0.104
H 0.24546 -3.45340 0.96071 -0.110 -0.223 -0.207
H 1.27402 -2.15871 0.64271 -0.402 0.913 -0.256
H -0.05732 -2.07348 1.90203 0.247 0.800 -0.162
H -1.51598 -2.50068 0.10868 -0.196 0.234 -0.093
C -1.05570 -1.28713 -3.31621 0.656 0.142 -0.708
O -1.10602 -0.00479 -2.68456 -0.471 -0.630 -0.328
H -1.90904 -1.30376 -3.99478 0.066 -0.697 -0.061
H -0.10926 -1.32544 -3.86037 -0.122 -0.157 -0.360
H -0.99920 -2.14105 -2.64452 -0.481 0.454 0.461
H -1.26904 0.56821 -3.43780 0.186 0.602 0.394
C -3.80222 0.76348 -1.06051 0.529 1.323 0.099
O -2.62799 0.67518 -0.23593 -0.854 -0.371 -0.199
H -3.67967 1.65331 -1.68231 0.201 -0.118 -0.319
H -3.94511 -0.09155 -1.71898 -0.047 -0.207 0.349
H -4.67309 1.04641 -0.46920 -0.132 -0.666 0.128
H -2.88856 0.62232 0.68863 0.309 0.074 0.165
C 0.44565 3.49297 -1.07143 2.310 0.769 -0.274
O -0.51790 2.55293 -1.46229 -0.441 0.697 -0.249
H 1.07717 3.81676 -1.90649 -0.296 -0.068 -0.539
H 0.11838 4.43590 -0.63180 -0.656 -0.400 0.397
H 1.21627 3.02864 -0.45639 -0.630 -0.233 0.558
H -1.05475 2.99557 -2.12509 -0.242 -0.228 0.014

---

# 4
58
Properties=species:S:1:pos:R:3:forces:R:3 method="wB97M-V/def2-TZVPD" total_energy_ev=-68578.01552 spin_multiplicity=1 e_above_lowest_kj_mol=100.3 fmax_ev_per_a=7.22 e_lumo_ev=-3.9 gap_ev=6.859 charge=+1
C -2.04164 -2.06770 -3.05585 0.562 0.957 0.197
C -1.58416 -0.59408 -2.91832 -0.216 0.102 0.600
B -2.02259 -0.06289 -1.50506 0.284 0.316 -0.703
O -3.38364 -0.12718 -1.23830 0.444 -0.217 0.360
C -0.99746 0.48594 -0.36696 -1.030 0.310 0.044
C -1.77880 1.28472 0.72817 0.524 -0.492 0.820
N -1.13474 1.27871 2.04349 -0.028 0.295 0.022
N -0.41739 -0.70524 0.31178 0.349 -0.355 -0.813
C 0.54344 -1.53509 -0.44579 1.264 -0.015 0.201
C 1.96581 -1.53272 0.15626 -0.301 -0.137 -0.014
C 3.05099 -1.34814 -0.88325 0.092 -0.638 -0.030
O 4.32438 -1.26478 -0.28644 0.062 0.149 0.047
C -1.39019 -1.57317 0.91083 0.088 -0.297 1.187
P -0.62161 -2.53264 2.28467 -0.310 1.140 -0.441
O -0.12748 -3.86055 1.88169 0.837 0.597 -0.333
O 0.44471 -1.66281 2.99787 0.189 0.210 0.284
O -1.84902 -2.73054 3.43811 1.273 4.009 -0.867
C -0.01223 1.51227 -0.95853 -0.625 0.736 -0.304
O 1.09557 0.91755 -1.64707 -0.343 -0.581 0.397
C 1.44269 1.36220 -2.80047 1.126 1.583 -3.218
N 1.77316 1.75838 -3.86071 -0.873 -1.244 2.722
O 0.46952 2.43199 -0.03483 -0.060 -0.650 -0.451
C 1.70311 2.16784 0.54320 1.012 0.803 1.891
O 2.71949 2.68972 -0.25239 -0.347 -0.180 -0.937
C 1.69363 2.88339 1.90765 -0.531 0.173 0.076
O 1.72662 1.92439 2.96007 -0.368 -0.272 -0.071
O 1.00950 2.47350 4.06846 0.666 0.264 0.370
P -0.99314 2.70978 -2.15324 0.403 1.940 -0.001
S -0.24359 4.48918 -2.25336 0.064 -0.433 -0.100
H -3.07975 -2.10682 -3.32120 -0.488 -0.163 -0.146
H -1.89790 -2.56929 -2.10788 0.046 -0.532 0.218
H -1.43481 -2.54274 -3.80352 0.071 -0.470 -0.328
H -2.11836 0.01143 -3.64027 -0.202 0.132 -0.381
H -0.53365 -0.46116 -3.13045 0.330 -0.128 -0.135
H -3.56183 -0.95034 -0.78027 -0.661 -0.151 0.115
H -1.94435 2.31112 0.44886 -0.017 0.269 -0.326
H -2.75204 0.85101 0.87803 -0.521 -0.071 -0.228
H -1.44221 0.49307 2.59228 -0.027 -0.131 0.156
H -0.13185 1.19335 1.96389 0.094 -0.045 0.067
H 0.25964 -2.57609 -0.46358 -0.663 -0.335 0.033
H 0.64861 -1.26387 -1.48478 -0.405 0.328 -0.208
H 2.15651 -2.50421 0.59284 0.070 -0.344 0.305
H 2.04774 -0.83754 0.97801 0.032 0.496 0.081
H 3.07021 -2.25544 -1.47354 -0.020 -0.260 -0.381
H 2.85292 -0.54279 -1.57645 0.053 0.385 0.014
H 4.54655 -0.33666 -0.22452 0.272 0.218 0.109
H -2.25261 -1.08901 1.35985 -0.054 0.571 -0.179
H -1.79056 -2.34901 0.25286 -0.096 -0.246 -0.286
H 1.20742 -2.24103 3.14533 0.528 0.318 0.215
H -2.52173 -2.06419 3.26536 -0.187 0.414 0.491
H 1.87829 1.11880 0.76297 -0.277 -0.458 -0.371
H 3.51495 2.73537 0.27170 0.452 0.141 0.194
H 0.77254 3.43152 2.00620 -0.405 0.285 -0.104
H 2.48753 3.61444 1.98472 0.509 -0.013 0.111
H 0.11236 2.12387 3.99220 -0.183 -0.169 -0.477
H -1.17189 2.06417 -3.38453 0.013 -0.401 0.209
H -2.28066 2.84351 -1.60417 -0.099 -0.892 -0.008
Rb -2.00599 -4.87349 2.92842 -2.370 -6.817 0.305

---

# 5
52
Properties=species:S:1:pos:R:3:forces:R:3 method="wB97M-V/def2-TZVPD" total_energy_ev=-57267.96055 spin_multiplicity=1 e_above_lowest_kj_mol=0.0 fmax_ev_per_a=1.86 e_lumo_ev=2.5 gap_ev=6.652 charge=-1
C 5.38652 -1.28435 1.01296 -0.004 0.143 -0.083
O 4.38116 -0.95068 1.93881 0.018 -0.164 0.110
C 3.06378 -1.19006 1.45688 -0.156 -0.010 -0.004
C 2.50243 -0.03567 0.61792 -0.004 -0.075 0.132
C 1.65375 0.96024 1.43237 0.112 0.030 0.230
C 0.13918 0.74311 1.35802 0.000 0.062 0.013
C -0.75438 1.37025 0.24632 -0.402 -0.049 0.184
P -0.31016 3.02625 -0.48583 -0.277 0.203 -0.022
P 1.60360 2.81518 -1.51980 -0.016 0.113 -0.170
O 1.71248 3.70635 -2.69080 0.166 -0.242 0.167
O 2.82423 3.03997 -0.47799 0.262 0.072 -0.243
O 1.73452 1.26432 -1.91407 -0.230 0.231 -0.245
O -1.97715 1.76887 0.86506 0.287 -0.209 0.016
B -2.83299 0.55677 0.75113 0.220 -0.370 -0.184
P -4.73923 0.83165 1.18569 -0.175 0.278 -0.086
C -5.52298 -0.03342 -0.25323 0.034 -0.078 -0.045
C -4.98719 -0.50128 2.44822 0.141 -0.190 0.006
O -2.58231 0.16251 -0.68710 0.140 -0.285 0.302
C -1.26331 0.45217 -0.95300 -0.155 0.318 -0.179
N -0.37388 -0.71415 -1.21877 -0.213 0.257 0.080
C -0.80052 -1.94533 -0.51706 0.183 -0.022 0.021
C -0.32768 -1.06244 -2.61723 1.255 -0.225 0.977
C 1.02199 -1.52731 -3.10797 0.101 -0.369 -0.114
O -1.26339 -1.00429 -3.33517 -1.400 0.340 -1.184
H 6.34237 -1.26563 1.54251 -0.112 0.023 -0.055
H 5.22867 -2.29195 0.59927 0.021 0.105 0.045
H 5.43463 -0.56738 0.17838 -0.022 -0.136 0.079
H 3.05635 -2.12995 0.88239 0.061 0.095 0.047
H 2.44530 -1.34972 2.34928 0.072 0.023 -0.146
H 3.34567 0.48891 0.15291 -0.179 -0.181 -0.066
H 1.88261 -0.47243 -0.17167 0.223 0.036 0.109
H 1.93095 0.81125 2.48631 -0.030 0.157 -0.122
H 1.91481 1.99738 1.20216 -0.074 -0.310 0.059
H -0.03884 -0.33023 1.40580 -0.104 0.060 0.047
H -0.31963 1.16333 2.25892 0.135 -0.078 -0.067
H 0.15582 3.66763 0.68098 0.246 -0.022 0.004
H 3.66347 3.04027 -0.96545 -0.154 0.141 0.099
H 1.12794 0.66471 -1.43335 0.116 -0.085 -0.032
H -2.40618 -0.34582 1.49773 -0.061 0.108 0.013
H -6.60096 -0.13531 -0.08483 0.106 0.038 -0.075
H -5.08988 -1.02814 -0.41544 -0.047 0.127 -0.028
H -5.35107 0.56560 -1.15234 -0.064 -0.128 0.079
H -4.68071 -0.13572 3.43353 -0.104 -0.064 -0.082
H -4.37710 -1.38318 2.21362 -0.114 0.077 0.028
H -6.04148 -0.79774 2.48113 0.094 0.100 0.103
H -1.21659 1.04247 -1.88410 0.043 -0.081 0.086
H -0.85074 -1.76757 0.55420 0.018 -0.084 -0.083
H -0.08133 -2.74542 -0.73379 -0.065 0.108 0.088
H -1.79779 -2.25075 -0.85095 0.102 0.064 0.024
H 1.70954 -1.74956 -2.29024 -0.027 0.074 -0.089
H 0.88394 -2.41096 -3.73898 0.045 0.136 0.076
H 1.44175 -0.73275 -3.73331 -0.013 -0.062 0.181